Entry 1:
Entry from the OMol25 dataset: a cluster of 2 separate species, CH6O in total (the ωB97M-V functional and the def2-TZVPD basis).

Element x y z (Å)
C -1.148 1.859 3.632
H -1.400 3.005 3.714
H -2.025 1.407 4.132
H -0.318 1.695 4.325
H -1.060 1.575 2.583
O 1.139 -1.953 -3.670
H 1.963 -1.675 -4.080
H 0.617 -1.537 -3.101

The electronic energy is -116.89733 Eh. The HOMO-LUMO gap is 12.751 eV. The HOMO energy is -11.61 eV. The SMILES is C.O. The relative energy (zero: lowest compared OMol25 entry of this formula, charge and spin) is 71.05 kJ/mol. As for the lowest unoccupied orbital energy: 1.14 eV.



Entry 2:
Entry from the OMol25 dataset: the molecule C7H17N (the ωB97M-V functional and the def2-TZVPD basis).

Element x y z (Å)
C 2.035 2.657 -1.212
C 1.256 1.384 -1.567
C 1.623 0.285 -0.567
C 0.724 0.147 0.692
C -0.765 -0.010 0.298
N -1.274 -1.233 0.964
C -2.504 -1.080 1.721
C -1.199 -2.423 0.165
H 1.893 2.982 -0.179
H 3.122 2.427 -1.190
H 1.882 3.487 -1.889
H 0.186 1.632 -1.522
H 1.160 1.062 -2.605
H 1.537 -0.630 -1.164
H 2.609 0.113 -0.071
H 1.049 -0.772 1.188
H 0.851 0.883 1.495
H -0.940 -0.022 -0.780
H -1.441 0.780 0.633
H -3.141 -1.993 1.660
H -3.144 -0.227 1.467
H -2.307 -1.092 2.793
H -0.216 -2.920 0.342
H -1.119 -2.163 -0.924
H -1.876 -3.274 0.250

The electronic energy is -331.58621 Eh. The HOMO-LUMO gap is 9.048 eV. The HOMO energy is -7.97 eV. The SMILES is CCCCCN(C)C. The relative energy (zero: lowest compared OMol25 entry of this formula, charge and spin) is 222.37 kJ/mol. As for the lowest unoccupied orbital energy: 1.08 eV.



Entry 3:
Entry from the OMol25 dataset: a structure of composition C38H46BrNNiO2P (the ωB97M-V functional and the def2-TZVPD basis).

Element x y z (Å)
Ni -0.628 -0.576 0.568
C -1.697 0.358 4.478
C -2.766 0.587 3.417
C -3.781 -0.554 3.450
P -2.009 0.791 1.704
C -3.457 1.680 0.869
C -4.304 0.651 0.126
C -2.980 2.737 -0.116
C -0.820 2.136 2.004
C -1.061 3.203 2.856
C -0.131 4.210 3.059
C -0.366 5.311 4.053
C 1.063 4.154 2.336
C 1.323 3.125 1.468
C 0.409 2.054 1.290
N 0.711 0.979 0.555
C 1.664 1.045 -0.447
C 2.809 0.225 -0.393
C 3.025 -0.654 0.798
C 3.723 0.252 -1.432
C 3.547 1.067 -2.542
C 4.552 1.078 -3.657
C 2.432 1.891 -2.579
C 1.503 1.904 -1.555
C 0.279 2.751 -1.675
H -2.142 0.382 5.474
H -0.927 1.123 4.425
H -1.232 -0.611 4.330
H -3.286 1.523 3.649
H -3.361 -1.444 2.983
H -4.701 -0.285 2.935
H -4.034 -0.795 4.483
H -4.049 2.160 1.657
H -3.681 0.145 -0.609
H -5.132 1.137 -0.393
H -4.710 -0.100 0.798
H -2.456 2.248 -0.932
H -2.306 3.449 0.353
H -3.830 3.279 -0.534
H -2.010 3.258 3.374
H -1.411 5.351 4.348
H -0.078 6.281 3.650
H 0.231 5.140 4.951
H 1.797 4.940 2.466
H 2.259 3.094 0.927
H 3.114 -0.049 1.700
H 3.921 -1.259 0.684
H 2.163 -1.310 0.937
H 4.590 -0.395 -1.381
H 5.020 0.101 -3.761
H 5.338 1.809 -3.455
H 4.078 1.349 -4.599
H 2.280 2.542 -3.432
H 0.257 3.257 -2.638
H 0.217 3.497 -0.883
H -0.581 2.091 -1.591
Br 1.764 -4.301 5.738
C 1.092 -3.231 4.279
C 0.363 -3.842 3.283
C -0.159 -3.062 2.261
C 0.058 -1.683 2.185
C 0.809 -1.117 3.224
C 1.318 -1.871 4.271
H 0.199 -4.909 3.302
H -0.756 -3.556 1.510
H 0.992 -0.050 3.226
H 1.878 -1.407 5.070
C 1.432 -3.882 -6.514
C 0.811 -3.377 -5.246
C -0.458 -2.823 -5.223
C -0.988 -2.302 -4.050
C -2.378 -1.741 -4.018
C -0.231 -2.338 -2.880
C 1.020 -2.957 -2.873
C 1.822 -3.072 -1.616
C 1.530 -3.449 -4.064
C -0.744 -1.684 -1.617
O -0.903 -2.397 -0.597
O -0.986 -0.453 -1.629
H 0.684 -4.036 -7.287
H 1.951 -4.821 -6.332
H 2.161 -3.157 -6.879
H -1.052 -2.794 -6.128
H -2.792 -1.655 -5.022
H -2.374 -0.764 -3.539
H -3.017 -2.398 -3.426
H 1.189 -3.387 -0.789
H 2.243 -2.101 -1.362
H 2.635 -3.785 -1.741
H 2.508 -3.911 -4.071

The electronic energy is -6104.66447 Eh. The HOMO-LUMO gap (alpha / beta) is 6.682 / 6.703 eV. The spin multiplicity is 3. The HOMO energy (alpha / beta) is -4.00 / -4.03 eV. As for the expectation value of S²: 2.008. The relative energy (zero: lowest compared OMol25 entry of this formula, charge and spin) is 29.16 kJ/mol. As for the total charge: -1. As for the lowest unoccupied orbital energy (alpha / beta): 2.68 / 2.68 eV.



Entry 4:
Entry from the OMol25 dataset: a structure of composition C30H33BBr37FIO3 (the ωB97M-V functional and the def2-TZVPD basis).

Element x y z (Å)
C -0.424 2.692 -1.573
C -0.668 1.550 -1.859
C -0.911 0.146 -2.432
C -0.480 0.233 -3.927
C 1.030 0.009 -4.189
O 1.750 0.933 -4.476
C 1.552 -1.449 -4.105
C 0.847 -2.462 -4.795
C 1.309 -3.797 -4.669
C 2.426 -4.033 -3.866
C 3.153 -3.036 -3.185
C 2.691 -1.699 -3.310
O -2.248 -0.207 -2.150
B -2.385 -1.672 -1.837
C -3.139 -2.080 -0.452
C -2.320 -3.012 0.472
C -2.573 -4.523 0.242
F -2.797 -2.768 1.819
C -3.081 -2.216 -3.259
I -2.544 -4.299 -3.711
C -4.637 -2.122 -3.306
C -5.172 -0.678 -3.106
O -0.943 -2.063 -1.874
C -0.183 -0.983 -1.516
Br -0.333 -0.245 0.339
H -0.067 3.713 -1.603
H -0.763 1.244 -4.283
H -1.026 -0.469 -4.580
H -0.034 -2.196 -5.407
H 0.727 -4.568 -5.186
H 2.756 -5.079 -3.751
H 4.017 -3.278 -2.571
H 3.185 -0.870 -2.782
H -4.146 -2.530 -0.579
H -3.299 -1.137 0.121
H -1.240 -2.803 0.501
H -2.057 -5.044 1.081
H -3.642 -4.748 0.359
H -2.136 -4.848 -0.717
H -2.718 -1.636 -4.133
H -4.975 -2.459 -4.316
H -5.156 -2.789 -2.586
H -6.287 -0.684 -2.982
H -4.783 -0.187 -2.188
H -4.950 0.008 -3.945
H 0.899 -1.136 -1.629
C -2.885 -0.557 -7.530
Br -1.145 -1.239 -7.036
Br -4.209 -1.960 -7.577
Br -3.425 0.902 -6.389
H -2.800 -0.163 -8.535
C 3.788 -2.942 1.156
Br 2.916 -2.760 -0.563
Br 5.155 -4.310 1.122
Br 4.479 -1.253 1.788
H 3.036 -3.263 1.867
C 6.203 2.109 3.664
Br 5.329 2.292 1.953
Br 7.563 0.737 3.629
Br 6.897 3.798 4.297
H 5.450 1.789 4.373
C -7.406 -6.819 -0.194
Br -6.840 -7.484 -1.915
Br -6.954 -4.960 0.033
Br -9.285 -7.145 0.122
H -6.858 -7.375 0.557
C 6.761 2.017 8.498
Br 6.556 2.965 10.168
Br 5.231 2.267 7.349
Br 8.408 2.486 7.610
H 6.814 0.962 8.734
C -9.116 -1.248 -1.812
Br -8.268 -1.405 -0.091
Br -8.273 -2.377 -3.131
Br -11.018 -1.561 -1.696
H -8.984 -0.225 -2.145
C 9.251 3.657 0.224
Br 7.926 5.056 0.325
Br 9.937 3.215 1.972
Br 8.585 2.100 -0.702
H 10.080 4.041 -0.356
C 7.385 6.452 7.525
Br 8.633 6.956 8.907
Br 5.883 7.659 7.440
Br 8.251 6.264 5.811
H 6.994 5.476 7.791
C 5.003 9.774 10.767
Br 6.822 10.417 10.704
Br 4.924 7.895 11.192
Br 3.911 10.826 11.963
H 4.590 9.893 9.773
C -11.640 1.569 -4.589
Br -11.302 2.107 -2.767
Br -10.234 0.434 -5.264
Br -13.379 0.752 -4.782
H -11.643 2.469 -5.191
C 7.325 9.146 0.397
Br 6.980 8.086 1.973
Br 9.201 9.157 -0.059
Br 6.228 8.588 -1.090
H 7.048 10.166 0.632
C -3.693 -7.035 4.216
Br -4.224 -8.058 5.767
Br -1.834 -7.308 3.780
Br -4.839 -7.381 2.705
H -3.810 -5.988 4.470

The electronic energy is -97049.50682 Eh. The HOMO-LUMO gap is 6.302 eV. The HOMO energy is -5.59 eV. As for the total charge: -1. As for the lowest unoccupied orbital energy: 0.71 eV.



Entry 5:
Entry from the OMol25 dataset: a structure of composition C7H12Br6F3InO3S (the ωB97M-V functional and the def2-TZVPD basis).

Element x y z (Å)
In 35.875 18.443 -28.976
C 34.027 22.138 -25.790
F 34.902 22.781 -26.604
F 34.522 22.123 -24.636
F 32.786 22.739 -25.743
S 33.986 20.254 -26.448
O 35.329 19.695 -26.475
O 33.159 19.403 -25.660
O 33.655 20.331 -27.879
Br 32.245 15.906 -26.745
C 30.731 17.178 -26.155
C 30.169 16.801 -24.751
Br 28.946 15.263 -24.890
H 29.930 17.131 -26.892
H 31.047 18.219 -26.232
H 29.625 17.602 -24.250
H 30.959 16.506 -24.060
Br 33.874 22.788 -20.318
C 33.016 23.249 -22.039
C 32.514 24.658 -22.049
Br 31.641 25.108 -23.803
H 32.131 22.652 -22.259
H 33.734 23.047 -22.834
H 33.253 25.446 -21.906
H 31.872 24.891 -21.199
Br 31.770 18.673 -22.202
C 33.657 18.166 -21.935
C 34.655 19.025 -22.587
Br 36.508 18.218 -22.588
H 33.696 17.143 -22.307
H 33.906 18.152 -20.874
H 34.665 20.049 -22.212
H 34.348 19.171 -23.623

The electronic energy is -16830.29212 Eh. The HOMO-LUMO gap (alpha / beta) is 3.533 / 3.162 eV. The spin multiplicity is 2. The HOMO energy (alpha / beta) is -16.97 / -17.09 eV. As for the expectation value of S²: 1.770. The relative energy (zero: lowest compared OMol25 entry of this formula, charge and spin) is 56.40 kJ/mol. As for the total charge: +3. As for the lowest unoccupied orbital energy (alpha / beta): -13.44 / -13.92 eV.



Entry 6:
Entry from the OMol25 dataset: the molecule C8H7BrS (the ωB97M-V functional and the def2-TZVPD basis).

Element x y z (Å)
C 1.851 -0.912 0.629
C 0.735 1.161 0.374
C 1.770 0.375 0.074
C -0.638 -1.576 -0.578
C -0.839 -0.029 -0.852
C -0.523 0.820 0.438
C 0.057 -0.693 -1.706
C -1.702 0.946 1.347
S 0.368 -1.917 0.736
Br 3.191 1.185 -0.892
H 2.783 -1.033 1.230
H -1.831 0.238 -1.134
H 1.143 -0.495 -1.729
H -0.374 -0.862 -2.585
H -1.979 -0.018 1.647
H -2.508 1.329 0.779
H -1.506 1.481 2.223

The electronic energy is -3280.96894 Eh. The HOMO-LUMO gap (alpha / beta) is 6.953 / 6.953 eV. The HOMO energy (alpha / beta) is -8.31 / -8.31 eV. The relative energy (zero: lowest compared OMol25 entry of this formula, charge and spin) is 549.61 kJ/mol. As for the lowest unoccupied orbital energy (alpha / beta): -1.36 / -1.36 eV.



Entry 7:
Entry from the OMol25 dataset: a structure of composition C21H28F5O2Rh (the ωB97M-V functional and the def2-TZVPD basis).

Element x y z (Å)
O -1.285 -0.574 -3.067
C -1.140 -1.623 -4.098
C -0.220 -0.741 -4.954
H -2.105 -1.858 -4.555
H -0.663 -2.510 -3.673
C -0.256 0.235 -3.735
H -0.740 -0.330 -5.824
H 0.739 -1.165 -5.229
C -0.738 1.645 -4.067
H -1.677 1.629 -4.629
H 0.003 2.181 -4.676
H -0.854 2.250 -3.151
C 0.940 0.224 -2.812
H 1.283 -0.801 -2.672
H 0.643 0.573 -1.808
H 1.768 0.847 -3.153
Rh 0.464 -0.075 1.633
C 3.260 -1.642 0.960
C 2.474 -1.923 2.083
C 1.079 -1.983 1.682
H 2.837 -2.179 3.071
C 1.044 -1.589 0.241
C 2.417 -1.438 -0.156
H 2.746 -1.291 -1.178
H 4.352 -1.639 0.919
H 0.292 -2.621 2.080
H 0.196 -1.794 -0.402
C 3.195 1.425 2.203
C 3.219 1.570 0.795
C 1.926 1.856 0.334
H 4.107 1.487 0.171
C 1.024 1.921 1.495
C 1.869 1.601 2.667
H 1.560 1.790 3.689
H 4.061 1.251 2.843
H 1.636 2.139 -0.672
H 0.132 2.529 1.553
O -1.564 0.304 0.418
C -2.324 0.953 -0.675
C -3.823 0.761 -0.430
H -2.051 0.460 -1.624
H -2.087 2.033 -0.696
C -3.930 0.173 0.975
H -4.262 0.093 -1.186
H -4.354 1.722 -0.508
C -2.504 -0.069 1.441
H -4.489 -0.767 1.002
H -4.404 0.893 1.653
H -2.346 -1.118 1.697
H -2.296 0.580 2.294
F -0.989 0.630 4.067
C -0.317 -0.518 3.657
F -1.246 -1.554 3.612
C 0.638 -0.897 4.815
F -0.079 -0.971 5.960
F 1.215 -2.116 4.627
F 1.627 0.031 4.997

The electronic energy is -1577.08421 Eh. The HOMO-LUMO gap (alpha / beta) is 7.291 / 6.930 eV. The spin multiplicity is 5. The HOMO energy (alpha / beta) is -6.68 / -8.06 eV. As for the expectation value of S²: 6.037. The relative energy (zero: lowest compared OMol25 entry of this formula, charge and spin) is 33.70 kJ/mol. As for the lowest unoccupied orbital energy (alpha / beta): 0.62 / -1.13 eV.



Entry 8:
Entry from the OMol25 dataset: a structure of composition C22H40AlBCaCs2F4KN7O12S (the ωB97M-V functional and the def2-TZVPD basis).

Element x y z (Å)
C 2.373 -5.439 -1.049
C 2.858 -3.903 -0.837
C 3.570 -3.359 -2.218
C 1.625 -2.878 -0.499
C 2.283 -1.619 0.250
C 1.183 -0.517 0.788
B -0.290 -0.721 0.146
N -1.271 -1.710 0.743
O -0.819 -0.069 -1.055
N 1.025 -0.867 2.272
C 0.122 0.123 2.954
N -0.735 -0.410 3.924
N 0.062 1.583 2.760
C -1.273 2.165 2.984
C -1.507 3.452 3.875
C -2.972 3.947 3.955
N -4.162 3.453 3.355
C -4.012 2.275 2.565
C -2.617 1.643 2.365
C 0.751 2.087 1.524
N -0.158 2.760 0.580
C 1.771 0.994 0.833
C 2.534 1.527 -0.463
C 1.732 1.649 -1.834
C 1.819 0.347 -2.806
C 2.455 2.852 -2.686
H 1.251 -5.534 -1.247
H 2.715 -6.115 -0.172
H 2.953 -5.843 -1.988
H 3.651 -3.801 0.034
H 2.797 -2.989 -2.979
H 4.315 -2.487 -1.966
H 4.210 -4.197 -2.741
H 1.181 -2.627 -1.540
H 0.905 -3.500 0.149
H 2.864 -2.051 1.179
H 3.079 -1.175 -0.435
H -0.793 -2.561 1.066
H -2.044 -1.916 0.083
H -1.803 -0.066 -0.988
H 0.729 -1.855 2.393
H -1.574 -0.958 3.691
H -0.553 -0.234 4.950
H -0.630 3.982 4.411
H -3.114 4.899 4.598
H -4.952 1.847 2.056
H -2.561 0.703 1.692
H 1.476 2.917 1.898
H -0.909 2.168 0.217
H 0.317 3.317 -0.138
H 2.625 0.927 1.648
H 2.916 2.592 -0.202
H 3.506 0.930 -0.688
H 0.637 1.954 -1.769
H 2.365 0.650 -3.790
H 0.778 -0.017 -3.143
H 2.422 -0.521 -2.367
H 2.583 3.776 -2.008
H 1.710 3.134 -3.512
H 3.438 2.471 -3.131
C 3.636 1.769 -6.365
O 3.535 0.922 -7.294
O 2.717 2.741 -6.482
O 4.430 1.827 -5.390
H 2.338 2.351 -7.295
Ca 4.451 -0.311 -5.134
O -5.063 -4.644 -1.520
S -4.308 -3.941 -0.473
O -3.249 -4.829 0.054
O -5.218 -3.561 0.619
O -3.679 -2.734 -1.041
K -3.150 1.044 -1.356
C -8.522 -3.470 2.481
C -8.024 -4.669 1.801
N -7.632 -5.611 1.267
H -9.414 -3.072 1.991
H -8.788 -3.678 3.520
H -7.774 -2.674 2.490
C -1.067 4.706 -4.697
O -0.975 4.769 -5.950
O 0.134 4.944 -4.100
O -2.043 4.469 -3.956
H 0.580 5.072 -4.961
F 2.497 5.218 4.073
Al 1.943 5.741 5.681
F 0.226 6.190 5.595
F 2.901 7.135 6.216
F 2.144 4.401 6.833
Cs 5.812 -4.046 -1.417
Cs 2.071 -1.117 4.241
O -1.336 -6.386 1.549
H -2.005 -5.739 1.333

The electronic energy is -4530.77058 Eh. The HOMO-LUMO gap is 1.513 eV. The HOMO energy is -6.10 eV. As for the lowest unoccupied orbital energy: -4.58 eV.